Record 1
Here is an isolated molecule of C20H25N5O2 at a distorted geometry from OMol25. Energies are from wB97M-V/def2-TZVPD.

Calculated values
molar mass	367.45	g/mol
relative energy (zero: lowest compared OMol25 entry of this formula, charge and spin)	44.1	kcal/mol
calculated total energy	-1201.399811	Ha
orbital gap	9.90	eV
LUMO energy	0.634	eV
HOMO energy	-9.268	eV
SMILES	C[C@H](CCn1cccn1)NC(=O)CCc1nnc(CCc2ccccc2)o1

Geometry (Å):
C 4.1145 1.8857 -0.9064
C 3.1896 0.7065 -1.1840
C 1.8102 1.1256 -1.7259
C 1.0903 2.2274 -0.9402
N 0.6528 1.8190 0.3670
C -0.5714 1.3833 0.7151
C -0.5501 1.1536 2.0715
C 0.7538 1.4839 2.4583
N 1.4673 1.8817 1.4178
N 3.0735 -0.1000 0.0124
C 3.0198 -1.4455 -0.0393
O 3.0941 -2.0713 -1.0776
C 2.9024 -2.1298 1.3193
C 1.5569 -1.8494 2.0033
C 0.4246 -2.1762 1.1071
N -0.4572 -3.1046 1.2614
N -1.2863 -3.0484 0.1974
C -0.8721 -2.0872 -0.5584
C -1.4452 -1.6476 -1.8524
C -2.9807 -1.6235 -1.7952
C -3.4570 -0.5643 -0.8411
C -3.6780 -0.8637 0.4976
C -4.0716 0.1252 1.3822
C -4.2529 1.4251 0.9408
C -4.0396 1.7323 -0.3922
C -3.6409 0.7433 -1.2756
O 0.2153 -1.4767 -0.0342
H 4.1590 2.5442 -1.7699
H 5.1178 1.5246 -0.6958
H 3.7654 2.4463 -0.0425
H 3.6377 0.0492 -1.9392
H 1.9395 1.4813 -2.7494
H 1.1843 0.2320 -1.7547
H 1.7474 3.0911 -0.8196
H 0.2041 2.5390 -1.5005
H -1.3630 1.2771 0.0019
H -1.3505 0.7978 2.6859
H 1.1926 1.4597 3.4372
H 2.8961 0.4054 0.8705
H 3.7125 -1.7887 1.9660
H 3.0108 -3.2026 1.1533
H 1.4873 -0.7962 2.2854
H 1.4559 -2.4626 2.8987
H -1.1187 -2.3446 -2.6290
H -1.0518 -0.6577 -2.0933
H -3.3262 -2.6041 -1.4688
H -3.3641 -1.4243 -2.7975
H -3.5363 -1.8771 0.8425
H -4.2422 -0.1216 2.4200
H -4.5614 2.1962 1.6311
H -4.1824 2.7438 -0.7447
H -3.4754 0.9875 -2.3166



Record 2
Here is a structure of composition C20H25N6ORuS3Se3Te at a distorted geometry from OMol25. Energies are from wB97M-V/def2-TZVPD.

Calculated values
molar mass	927.21	g/mol
relative energy (zero: lowest compared OMol25 entry of this formula, charge and spin)	33.5	kcal/mol
calculated total energy	-9942.686886	Ha
orbital gap (alpha / beta)	6.25 / 5.06	eV
spin multiplicity	2
⟨S²⟩	0.7821
LUMO energy (alpha / beta)	0.279 / -0.918	eV
HOMO energy (alpha / beta)	-5.976 / -5.974	eV

Geometry (Å):
Ru -0.0105 -0.0350 -0.2866
C 2.9246 -2.1086 0.7385
C 2.5906 -0.9780 1.6576
N 1.5236 -0.2357 1.5589
C 1.4595 0.7044 2.5572
C 2.5098 0.6954 3.4124
S 3.5941 -0.5439 2.9692
C 0.2828 1.5706 2.5823
C -0.1068 2.3780 3.5949
S -1.5598 3.1553 3.1663
C -1.5758 2.3638 1.6532
N -0.5475 1.5669 1.4775
C -2.6846 2.5981 0.6893
H 2.0552 -2.3231 0.1215
H 3.2040 -2.9976 1.3036
H 3.7570 -1.8378 0.0892
H 2.6957 1.3392 4.2576
H 0.3684 2.5313 4.5506
H -3.2233 3.5140 0.9324
H -3.3825 1.7576 0.7089
H -2.2848 2.6643 -0.3173
Se -0.5505 1.6162 -1.9522
Se -2.8302 1.4034 -2.7959
Te -3.7096 -0.9021 -2.4097
Se -4.2776 -1.1543 -0.0817
O -1.0079 -1.2203 1.2728
N -1.6084 -2.3567 0.9741
C -2.2053 -3.0519 1.9717
C -2.8612 -4.2190 1.7143
C -2.9246 -4.6806 0.3923
C -2.2974 -3.9650 -0.5923
C -1.5986 -2.7846 -0.2859
S -0.7469 -1.8753 -1.4580
H -2.1210 -2.5921 2.9435
H -3.3252 -4.7550 2.5292
H -3.4652 -5.5860 0.1493
H -2.3144 -4.2803 -1.6269
C 4.4246 3.0856 -0.9252
C 2.9728 3.2399 -0.5381
N 2.3976 1.9087 -0.4153
C 2.5911 0.9420 -1.3605
N 1.7616 -0.0718 -1.4202
C 1.9537 -1.0801 -2.4616
C 3.4010 -1.2082 -2.8888
C 3.9207 0.1577 -3.2518
N 3.7213 1.0648 -2.1334
C 4.4696 2.3164 -2.2255
H 4.9535 2.5342 -0.1446
H 4.8999 4.0584 -1.0527
H 2.4467 3.8354 -1.2918
H 2.8662 3.7416 0.4216
H 1.4654 1.8635 -0.0231
H 1.3299 -0.8164 -3.3234
H 1.5898 -2.0279 -2.0906
H 3.4844 -1.8823 -3.7422
H 3.9972 -1.6163 -2.0698
H 3.4059 0.5300 -4.1459
H 4.9894 0.1320 -3.4710
H 4.0665 2.9387 -3.0344
H 5.4965 2.0616 -2.4904



Record 3
Here is an isolated molecule of C20H25NO2 at a distorted geometry from OMol25. Energies are from wB97M-V/def2-TZVPD.

Calculated values
molar mass	311.43	g/mol
relative energy (zero: lowest compared OMol25 entry of this formula, charge and spin)	18.9	kcal/mol
calculated total energy	-982.342249	Ha
orbital gap	8.36	eV
LUMO energy	-0.121	eV
HOMO energy	-8.477	eV
SMILES	COc1ncc(/C=C/C(=O)[C@]23C[C@H]4C[C@H](C[C@H](C4)C2)C3)cc1C

Geometry (Å):
C 3.2046 1.3323 -6.8728
O 3.5227 1.8150 -5.5401
C 2.7242 1.3594 -4.5237
N 1.6645 0.5232 -4.7965
C 0.9066 0.0572 -3.7727
C 1.1060 0.3930 -2.4404
C 0.2620 -0.2993 -1.4208
C 0.0623 0.0897 -0.1191
C -0.8293 -0.6109 0.7852
O -1.6338 -1.4152 0.2971
C -0.8071 -0.2375 2.2952
C 0.6219 -0.3691 2.9216
C 0.6112 -0.0041 4.4072
C 0.1100 1.4151 4.5852
C -1.2973 1.5490 4.0414
C -2.2306 0.5695 4.7439
C -1.7307 -0.9012 4.5954
C -0.3113 -1.0236 5.1459
C -1.7120 -1.2270 3.0616
C -1.3198 1.2211 2.5272
C 2.1309 1.2772 -2.1386
C 2.9612 1.7901 -3.1964
C 4.0906 2.7574 -2.8354
H 3.1438 0.2461 -6.8960
H 4.0149 1.6397 -7.5311
H 2.2839 1.7707 -7.3148
H 0.1167 -0.6606 -3.9996
H -0.3064 -1.1857 -1.7706
H 0.6010 0.9528 0.2630
H 0.9876 -1.4009 2.8149
H 1.2836 0.3226 2.4067
H 1.6578 -0.0734 4.8268
H 0.7644 2.1323 4.0974
H 0.1415 1.6870 5.6384
H -1.6359 2.5938 4.2082
H -3.2466 0.6460 4.3546
H -2.2925 0.8274 5.8257
H -2.3912 -1.5861 5.1412
H -0.3315 -0.8320 6.2297
H 0.0507 -2.0565 4.9738
H -1.3518 -2.2850 2.8975
H -2.7408 -1.1744 2.7278
H -0.6818 1.9717 2.0006
H -2.3079 1.3328 2.1127
H 2.3383 1.5482 -1.0992
H 4.3231 3.4358 -3.6593
H 5.0053 2.1845 -2.6661
H 3.8675 3.3021 -1.9319



Record 4
Here is an isolated molecule of C20H25NO3 from OMol25. Energies are from wB97M-V/def2-TZVPD.

Calculated values
molar mass	327.42	g/mol
relative energy (zero: lowest compared OMol25 entry of this formula, charge and spin)	42.9	kcal/mol
calculated total energy	-1057.605344	Ha
orbital gap	8.70	eV
LUMO energy	0.669	eV
HOMO energy	-8.030	eV
SMILES	CCOc1ccccc1NC(=O)CCCc1ccc(OC)c(C)c1

Geometry (Å):
C 1.1630 1.5633 -2.5328
C -0.3260 1.7546 -2.7756
O -1.0087 1.1460 -1.6989
C -2.3789 1.2034 -1.6583
C -3.1820 1.8174 -2.6026
C -4.5619 1.8136 -2.4486
C -5.1408 1.1998 -1.3563
C -4.3485 0.5785 -0.4038
C -2.9706 0.5729 -0.5444
N -2.0962 -0.0330 0.3594
C -2.3657 -0.6913 1.5189
O -3.4742 -0.8724 1.9720
C -1.0951 -1.1656 2.2044
C -0.3757 0.0061 2.8787
C 1.0135 -0.4008 3.3902
C 1.9470 -0.6908 2.2492
C 2.1836 -1.9850 1.8182
C 3.0110 -2.2383 0.7349
C 3.6267 -1.1903 0.0673
O 4.4608 -1.3332 -1.0069
C 4.7353 -2.6290 -1.4745
C 3.4089 0.1291 0.4953
C 4.1106 1.2500 -0.2071
C 2.5692 0.3521 1.5690
H 1.4460 2.0253 -1.5911
H 1.4005 0.5039 -2.4809
H 1.7307 2.0178 -3.3395
H -0.6241 1.2863 -3.7238
H -0.5693 2.8250 -2.8199
H -2.7475 2.3019 -3.4629
H -5.1760 2.2966 -3.1935
H -6.2134 1.1990 -1.2388
H -4.7873 0.0945 0.4523
H -1.1266 0.0544 0.0832
H -1.3664 -1.9104 2.9533
H -0.4329 -1.6270 1.4686
H -0.9820 0.3637 3.7128
H -0.2623 0.8297 2.1695
H 0.9184 -1.2803 4.0291
H 1.4171 0.4163 3.9919
H 1.7255 -2.8169 2.3337
H 3.1699 -3.2603 0.4283
H 5.2220 -3.2406 -0.7076
H 5.4155 -2.5012 -2.3155
H 3.8275 -3.1357 -1.8194
H 5.1834 1.1819 -0.0302
H 3.7571 2.2142 0.1487
H 3.9552 1.1790 -1.2816
H 2.4014 1.3686 1.8977



Record 5
Here is an isolated molecule of C20H25NO3S at a distorted geometry from OMol25. Energies are from wB97M-V/def2-TZVPD.

Calculated values
molar mass	359.49	g/mol
relative energy (zero: lowest compared OMol25 entry of this formula, charge and spin)	20.1	kcal/mol
calculated total energy	-1455.775084	Ha
orbital gap	9.03	eV
LUMO energy	0.504	eV
HOMO energy	-8.522	eV

Geometry (Å):
C -6.3464 -2.5363 -1.0919
C -5.4374 -1.4083 -0.7103
C -4.1777 -1.2899 -1.2857
C -3.3437 -0.2384 -0.9591
C -3.7508 0.7262 -0.0449
C -5.0040 0.6036 0.5431
C -5.8374 -0.4468 0.2088
H -6.8114 -0.5227 0.6708
H -5.3311 1.3400 1.2640
C -2.8335 1.8329 0.3382
H -3.3705 2.6989 0.7193
H -2.1678 2.1129 -0.4764
S -1.7607 1.2380 1.7488
O -0.9177 0.1793 1.2072
C -0.6649 2.7950 1.7947
C 0.1118 2.8914 0.5540
C -0.0521 3.6479 -0.5787
C 0.9449 3.2259 -1.4823
C 1.6387 2.2275 -0.8492
C 2.7570 1.3881 -1.3224
O 3.3551 1.6196 -2.3575
N 3.0287 0.3589 -0.4946
H 2.4392 0.2202 0.3111
C 4.0650 -0.6150 -0.7485
C 3.4730 -2.0215 -0.8897
C 2.9313 -2.5459 0.4383
C 4.0205 -2.5251 1.5065
C 4.5713 -1.1133 1.6822
C 5.1234 -0.5854 0.3603
H 5.9666 -1.2048 0.0484
H 5.4849 0.4373 0.4843
H 5.3649 -1.1143 2.4326
H 3.7787 -0.4549 2.0444
H 3.6188 -2.8888 2.4545
H 4.8320 -3.1935 1.2081
H 2.5661 -3.5659 0.3019
H 2.0837 -1.9391 0.7644
H 2.6783 -2.0031 -1.6378
H 4.2581 -2.6901 -1.2488
H 4.5213 -0.3105 -1.6973
O 1.1320 2.0302 0.3899
H 1.1312 3.5918 -2.4704
H -0.7799 4.4190 -0.7329
H -0.0195 2.6412 2.6577
H -1.3190 3.6469 1.9473
H -2.3652 -0.1652 -1.4100
H -3.8472 -2.0320 -1.9980
H -6.8453 -2.3096 -2.0349
H -7.1099 -2.6950 -0.3343
H -5.7834 -3.4575 -1.2254



Record 6
Here is a structure of composition C20H26BrN6OPbSi at a distorted geometry from OMol25. Energies are from wB97M-V/def2-TZVPD.

Calculated values
net charge	+3
molar mass	681.66	g/mol
relative energy (zero: lowest compared OMol25 entry of this formula, charge and spin)	142.4	kcal/mol
calculated total energy	-4236.764454	Ha
orbital gap (alpha / beta)	2.03 / 2.11	eV
LUMO energy (alpha / beta)	-13.128 / -13.088	eV
HOMO energy (alpha / beta)	-15.158 / -15.200	eV

Geometry (Å):
Pb 0.1432 -0.5700 0.6761
O 3.7291 4.9347 1.2278
C 3.0488 3.8282 1.3233
C 3.0532 2.9620 2.4350
C 2.3119 1.8039 2.3927
N 1.5545 1.4610 1.3453
C 1.5390 2.2984 0.3083
Br 0.3822 1.6560 -1.1092
C 2.2409 3.4604 0.2158
H 4.2784 5.1605 1.9983
H 3.6381 3.1937 3.3147
H 2.3189 1.1121 3.2190
H 2.2081 4.0990 -0.6535
C -2.4688 1.9804 1.8912
C -2.9506 0.6186 1.5637
N -2.2615 -0.3040 0.8962
C -3.1115 -1.3651 0.6960
C -4.3105 -1.0803 1.2602
N -4.1949 0.1671 1.8159
C -5.2173 0.8000 2.6257
N -5.5688 -0.0228 3.7464
N -6.8004 -0.5166 3.8910
N -6.8861 -1.1880 4.9319
C -5.7117 -1.2051 5.6108
C -5.2994 -1.7925 6.8038
C -3.9710 -1.6457 7.1534
C -3.0798 -0.9124 6.3606
C -3.4729 -0.3154 5.1773
C -4.8064 -0.4466 4.8146
H -1.4548 2.1165 1.5242
H -2.4807 2.1758 2.9638
H -3.1070 2.7240 1.4091
H -2.8163 -2.2375 0.1526
H -5.2188 -1.6459 1.3080
H -6.1351 0.9421 2.0431
H -4.8541 1.7743 2.9690
H -6.0025 -2.3156 7.4347
H -3.6075 -2.0983 8.0613
H -2.0537 -0.8250 6.6820
H -2.7641 0.2049 4.5523
C 2.7684 -0.9271 -3.0947
Si 1.2723 -2.0422 -2.7996
C 1.8838 -3.9391 -2.9594
C -0.3411 -1.7617 -3.7357
C 0.9559 -2.4215 -0.9588
H 3.1248 -1.0010 -4.1192
H 3.6089 -1.1805 -2.4524
H 2.5172 0.1157 -2.9278
H 2.1305 -3.9556 -4.0178
H 1.0996 -4.6548 -2.7495
H 2.7665 -4.1497 -2.3690
H -0.1929 -1.7761 -4.8120
H -0.7702 -0.7942 -3.4917
H -1.0881 -2.5203 -3.5128
H 1.8457 -2.6995 -0.3961
H 0.1830 -3.1643 -0.7807



Record 7
Here is a structure of composition C20H26CaN2O2Si at a distorted geometry from OMol25. Energies are from wB97M-V/def2-TZVPD.

Calculated values
molar mass	394.60	g/mol
relative energy (zero: lowest compared OMol25 entry of this formula, charge and spin)	7.1	kcal/mol
calculated total energy	-2004.719180	Ha
orbital gap	5.48	eV
LUMO energy	-0.574	eV
HOMO energy	-6.049	eV

Geometry (Å):
C 0.8539 2.3079 3.7499
C 1.2715 2.6924 2.4469
C 0.1077 3.0440 1.7066
H 2.3042 2.8815 2.1569
C -1.0166 2.8541 2.5561
C -0.5522 2.3975 3.8033
H -1.1411 2.2940 4.7154
H 1.5110 2.1598 4.6090
H 0.1114 3.5815 0.7594
H -2.0249 3.2191 2.3608
Ca -0.1426 0.3425 1.5959
C -0.4276 -3.7309 -1.3306
H 0.2324 -3.3879 -0.5143
H -0.2642 -4.8362 -1.2833
H -0.0538 -3.3478 -2.3051
Si -0.0813 -0.1485 -1.6478
C 1.3881 -0.4810 -2.7791
C 2.2666 0.6093 -2.9657
H 2.0107 1.5606 -2.5084
C 3.3969 0.5114 -3.7747
H 4.0300 1.3789 -3.9246
C 3.6947 -0.6771 -4.4437
H 4.5947 -0.7845 -5.0534
C 2.8279 -1.7761 -4.3194
H 3.0012 -2.7163 -4.8752
C 1.6689 -1.6781 -3.5167
H 0.9494 -2.5265 -3.5148
C -1.2472 0.6938 -2.8547
C -0.9020 1.0491 -4.1883
H 0.0797 0.7783 -4.5949
C -1.8032 1.7355 -5.0160
H -1.5166 1.9961 -6.0337
C -3.0709 2.0864 -4.5386
H -3.7854 2.6235 -5.1678
C -3.4379 1.7281 -3.2320
H -4.4233 1.9668 -2.8039
C -2.5468 1.0370 -2.4081
H -2.8914 0.7520 -1.4020
H -1.4843 -3.5589 -1.2396
H -0.7594 -1.6232 -1.1911
C -1.2170 -2.0315 6.7161
O -1.8002 -1.5605 5.4375
C -0.9724 -1.0856 4.5090
O -1.3550 -0.5709 3.4247
N 0.3442 -1.1577 4.8153
N 1.2180 -0.7220 3.7133
H -0.5659 -2.9134 6.5947
H -2.0871 -2.3178 7.3029
H -0.6766 -1.2345 7.2436
H 0.6752 -1.8182 5.5261
H 1.8803 -0.0688 4.1578
H 1.8283 -1.5272 3.5263



Record 8
Here is a cluster of 2 separate species, C20H26Cl in total at a distorted geometry from OMol25. Energies are from wB97M-V/def2-TZVPD.

Calculated values
net charge	+1
molar mass	301.88	g/mol
calculated total energy	-1237.601885	Ha
orbital gap	6.14	eV
LUMO energy	-5.617	eV
HOMO energy	-11.759	eV

Geometry (Å):
C -2.0408 -0.3135 0.8235
C -1.8332 -1.4618 1.8371
C -0.4000 -1.9797 2.0100
C 0.6080 -0.9988 2.6536
C 0.9274 0.2315 1.8291
C 1.8522 0.1789 0.8561
C 0.2472 1.5440 2.1372
C -1.2378 1.4800 2.5611
C -2.2176 1.0798 1.4487
H -1.2367 -0.3033 0.0711
H -2.9685 -0.5257 0.2652
H -2.2433 -1.1727 2.8162
H -2.4306 -2.3191 1.4897
H -0.4514 -2.8703 2.6545
H -0.0028 -2.3129 1.0389
H 0.2600 -0.6923 3.6527
H 1.5484 -1.5574 2.8075
H 2.0833 1.0584 0.2506
H 2.3243 -0.7687 0.5873
H 0.8046 2.0479 2.9516
H 0.3538 2.1963 1.2553
H -1.3564 0.8219 3.4325
H -1.5235 2.4886 2.8925
H -2.1778 1.8298 0.6441
H -3.2329 1.1394 1.8710
Cl 2.7977 3.6404 7.7099
C 3.2327 2.8238 6.2720
C 2.9945 1.4457 6.1515
C 3.3517 0.7805 4.9812
C 3.9642 1.4685 3.8984
C 4.4342 0.7602 2.7405
C 5.0708 1.4285 1.5591
C 5.7112 0.2552 0.7227
C 5.3302 -0.9669 1.5015
C 4.6101 -0.6386 2.6412
C 4.1814 2.8677 4.0523
C 3.8350 3.5326 5.2218
H 2.5427 0.9089 6.9828
H 3.1683 -0.2919 4.8968
H 4.3464 1.9846 0.9466
H 5.8424 2.1502 1.8704
H 5.3476 0.2425 -0.3160
H 6.8014 0.3971 0.6793
H 5.6102 -1.9708 1.1915
H 4.2421 -1.3593 3.3707
H 4.6556 3.4237 3.2437
H 4.0365 4.5939 5.3413